1.
Molecular formula: C17H10Cl3NO10Pb
Method: DFT, ωB97M-V/def2-TZVPD

XYZ file:
```
42
Properties=species:S:1:pos:R:3:forces:R:3:mulliken_charge:R:1
Pb 1.50817 -0.39089 -1.17838 -0.02 -0.30 -0.18 1.2246
O 0.46224 -0.45401 3.72889 0.02 -0.06 -0.11 -0.5066
C 0.36760 -0.97215 2.50344 0.05 0.03 0.31 0.5787
O -0.51411 -0.72724 1.72281 0.16 0.19 0.11 -0.4293
C 1.51053 -1.91799 2.21147 -0.05 0.08 0.06 -0.5196
O 1.43918 -2.33160 0.86949 0.34 -0.11 -0.07 -0.3509
C 0.60116 -3.42880 0.59988 -0.11 0.08 0.01 -0.4539
C -0.81588 -3.23396 1.11842 -0.20 -0.41 -0.23 0.4806
O -1.19551 -3.68925 2.15219 0.01 0.01 0.24 -0.5470
O -1.77570 -2.64375 0.34810 -0.03 -0.13 -0.01 -0.3140
H -0.27053 0.16860 3.84245 -0.08 0.09 0.05 0.4326
H 1.47859 -2.75826 2.91084 0.00 -0.01 0.00 0.3975
H 2.44799 -1.37792 2.34161 0.01 0.01 0.00 0.3612
H 0.96045 -4.33238 1.09706 0.04 0.01 0.02 0.3495
H 0.61731 -3.57057 -0.47958 -0.04 -0.03 0.01 0.3494
O 1.31130 1.88572 -4.84410 -0.05 0.04 0.10 -0.6644
C 1.04253 1.26863 -3.83486 0.14 -0.19 -0.03 0.2995
O 1.83419 1.03351 -2.84197 -0.10 0.22 -0.07 -0.6182
C -0.36873 0.67124 -3.73388 -0.02 0.00 0.05 0.5408
C -1.31589 1.05386 -4.67808 0.01 0.00 -0.02 -0.6338
C -2.59436 0.54337 -4.59065 -0.01 0.02 -0.03 -0.3758
C -2.89458 -0.34348 -3.56790 0.00 -0.03 0.00 -0.6604
C -1.89054 -0.68120 -2.67826 0.05 -0.06 -0.03 0.3716
N -0.65027 -0.18864 -2.75581 -0.03 0.16 0.06 -0.0856
C -2.28128 -1.62050 -1.57329 0.10 0.12 0.03 0.0663
O -3.39056 -2.00595 -1.39655 -0.06 -0.05 -0.02 -0.5405
O -1.21481 -1.96345 -0.76795 -0.09 0.12 -0.22 0.3287
H -1.00956 1.74556 -5.44919 0.00 0.00 0.00 0.5217
H -3.35443 0.83179 -5.30413 0.00 0.00 0.00 0.4526
H -3.87852 -0.77049 -3.44065 0.01 0.00 0.00 0.5133
Cl -0.11159 4.54311 4.35162 0.00 0.00 -0.01 -0.2322
C 0.58655 3.42949 3.21458 -0.01 0.00 0.02 0.3833
C -0.11595 3.08339 2.07469 -0.02 0.02 0.07 -0.9365
C 0.46503 2.19866 1.18845 -0.09 -0.06 -0.10 0.8564
Cl -0.43470 1.71696 -0.22534 0.02 0.10 -0.04 -0.1525
C 1.72999 1.61986 1.37199 0.05 0.01 0.03 -0.2032
O 2.26094 0.75350 0.55288 -0.02 0.07 0.02 -0.8213
C 2.38780 2.00571 2.55533 0.02 0.07 0.06 0.6313
Cl 3.93838 1.30558 2.88497 -0.04 0.00 0.00 -0.1957
C 1.83912 2.89319 3.46230 0.06 -0.03 -0.04 -0.7887
H -1.09858 3.48955 1.88245 0.01 0.00 -0.01 0.4461
H 2.38703 3.16120 4.35466 -0.01 -0.01 -0.01 0.4442
```
Forces are in eV/Å.

2S+1: 1
Energy above the lowest of the compared OMol25 structures with the same formula, charge and spin, kJ/mol: 0.00
Maximum force, eV/Å: 0.513
Orbital gap, eV: 7.6

=====

2.
Molecular formula: C17H10Cl4NO4
Method: DFT, ωB97M-V/def2-TZVPD

XYZ file:
```
36
Properties=species:S:1:pos:R:3:forces:R:3:mulliken_charge:R:1
Cl -2.08494 -1.69012 -0.52541 -0.56 -0.26 -0.01 -0.0577
C -1.47146 -0.79726 0.83710 1.22 -1.90 0.68 -0.1709
C -0.66027 -1.52031 1.73135 -0.89 1.16 0.17 0.4863
Cl 0.25241 -2.84252 1.18799 0.27 -0.69 -0.07 -0.1806
C -0.68867 -1.34013 3.17980 0.15 -0.52 -0.07 0.2115
O -0.02529 -2.01271 3.96441 -0.73 0.90 -0.58 -0.6685
C -1.78566 -0.36278 3.71562 0.65 -0.13 1.32 0.3272
O -2.02982 -0.30113 4.91137 0.27 -0.09 -1.44 -0.6042
C -2.49495 0.45499 2.72085 -0.06 -0.46 -1.82 0.1672
Cl -3.66840 1.53411 3.34888 0.04 0.16 -0.04 -0.1841
C -2.37026 0.21427 1.36449 -0.63 0.92 2.14 0.4067
Cl -3.39213 1.03532 0.28069 -0.07 0.14 -0.09 -0.1265
C 0.00889 -2.81150 -4.14610 0.10 -0.30 -0.14 -1.2169
C 0.72156 -2.44179 -2.87087 -0.19 0.53 0.00 -0.1038
O 0.16943 -1.16850 -2.42665 0.71 -1.09 0.00 -0.2436
C 0.73564 -0.74800 -1.27350 0.80 -0.02 0.66 0.1510
C -0.03636 0.37056 -0.67711 0.81 -0.93 -0.16 1.6152
C 0.69854 1.36737 0.07429 0.27 0.28 0.44 0.3226
C 1.93509 1.03520 0.67242 -0.04 0.67 -0.01 -0.4071
C 2.73521 2.04411 1.20730 -0.56 0.14 -0.19 -0.7867
C 2.28506 3.37153 1.19913 0.11 -0.26 0.15 -0.4189
C 1.01997 3.68479 0.68795 0.11 -0.33 0.04 -0.7484
C 0.21338 2.68938 0.14087 0.58 0.16 0.09 -0.5486
C -0.94201 0.84698 -1.62582 -2.07 1.95 -2.46 -0.2590
N -1.63642 1.31046 -2.45192 1.17 -0.90 1.65 -0.7522
O 1.77066 -1.25075 -0.84225 -1.07 0.37 -0.71 -0.6914
H 0.33231 -3.81657 -4.44021 -0.10 0.09 -0.02 0.4008
H -1.07303 -2.82099 -4.01058 0.03 0.03 0.01 0.2851
H 0.25994 -2.13199 -4.96067 -0.06 0.08 0.06 0.3018
H 0.54086 -3.18374 -2.08055 0.17 0.20 -0.15 0.2351
H 1.80308 -2.32673 -3.03162 -0.33 -0.11 0.16 0.2642
H 2.29844 0.01745 0.59646 -0.11 0.29 0.19 0.5313
H 3.71989 1.76995 1.58479 -0.21 0.23 0.04 0.3715
H 2.92585 4.15106 1.60416 -0.14 -0.03 -0.08 0.3605
H 0.67354 4.71555 0.67710 0.06 -0.13 0.08 0.3730
H -0.74010 2.95447 -0.32376 0.30 -0.17 0.18 0.3580
```
Forces are in eV/Å.

2S+1: 1
Energy above the lowest of the compared OMol25 structures with the same formula, charge and spin, kJ/mol: 48.25
Total charge: -1
Maximum force, eV/Å: 3.762
Orbital gap, eV: 5.2

=====

3.
Molecular formula: C17H11AsIrN5OS8
Method: DFT, ωB97M-V/def2-TZVPD

XYZ file:
```
44
Properties=species:S:1:pos:R:3:forces:R:3:lowdin_spin:R:1
Ir -0.27873 0.19741 0.37427 -0.35 0.19 1.02 0.8073
N 3.03682 -0.20917 3.14655 0.08 0.03 -0.02 0.0349
C 1.79794 -0.25906 2.61190 0.01 -0.06 -0.05 0.0300
N 1.51973 0.16244 1.43000 -0.21 -0.07 -0.03 0.0328
C 2.54027 0.70050 0.60445 -0.32 0.10 -0.38 0.1564
N 2.24546 1.13788 -0.59333 0.49 0.03 0.13 -0.0640
N 0.97209 0.97172 -0.92177 -0.09 -0.11 -0.28 0.1528
C 0.44729 1.40865 -2.07076 0.11 0.08 -0.12 0.1648
C -0.92608 1.15545 -2.24340 0.04 -0.08 0.13 0.0641
C -1.66199 1.48144 -3.40352 -0.07 0.01 -0.07 0.0557
C -2.98918 1.15640 -3.48822 0.06 -0.01 0.05 0.0195
C -3.60846 0.49369 -2.41718 0.02 0.00 0.00 0.0931
C -2.85289 0.20273 -1.30290 -0.21 0.01 -0.04 0.0026
N -1.56368 0.52534 -1.18918 -0.05 -0.01 -0.13 0.1119
C 3.89369 0.72834 1.11175 0.16 -0.05 0.16 0.0040
C 4.97868 1.17901 0.35780 0.00 0.00 0.11 0.0389
C 6.25460 1.17217 0.89282 0.03 0.04 -0.13 0.0000
C 6.47151 0.71989 2.18730 -0.05 -0.05 0.13 0.0448
C 5.40719 0.26288 2.95016 0.05 0.00 0.03 0.0000
C 4.12953 0.25872 2.41322 0.02 0.10 -0.22 0.0269
H 3.19671 -0.64081 4.03888 -0.05 -0.04 0.04 0.0009
H 1.01429 -0.69266 3.21474 -0.08 -0.05 0.02 0.0026
H 1.06125 1.92639 -2.79506 -0.01 -0.04 -0.02 0.0101
H -1.15370 1.97666 -4.22048 0.01 0.01 0.02 0.0016
H -3.55843 1.39952 -4.37656 0.03 0.02 -0.02 -0.0010
H -4.65005 0.21044 -2.45400 0.01 -0.01 0.03 0.0066
H -3.28889 -0.30596 -0.45266 0.07 0.01 0.03 0.0029
H 4.79131 1.53149 -0.64651 0.00 -0.02 -0.01 0.0018
H 7.08950 1.51516 0.29513 -0.02 0.02 0.01 -0.0011
H 7.46924 0.71876 2.60643 -0.01 0.00 -0.01 0.0031
H 5.56151 -0.09269 3.96254 0.02 -0.01 -0.02 -0.0012
O -3.96877 3.10244 5.58915 0.00 -0.03 0.00 0.0264
C -3.32236 2.65310 4.67981 0.04 0.04 -0.05 0.0105
S -2.30567 3.62867 3.61058 -0.01 -0.11 0.01 0.0177
C -1.70788 2.32592 2.58299 0.25 0.41 -0.18 0.1449
C -2.17732 1.05418 2.88619 -0.15 -0.42 0.05 0.1273
S -1.82151 -0.41055 2.10504 0.22 0.22 -0.23 0.2938
S -3.27638 0.93602 4.25852 0.00 0.00 -0.03 0.0065
S -0.63716 2.75924 1.35583 -0.17 -0.27 0.08 0.4359
S -1.06005 -5.36658 0.19112 -0.28 0.06 -0.33 0.7132
As 0.37855 -3.94606 0.89649 0.08 0.84 -0.11 -0.0051
S 0.25837 -2.29812 -0.50294 -0.15 -0.64 0.19 0.3834
S 0.06420 -3.48162 2.95025 0.51 -0.19 -0.23 0.3661
S 2.33497 -4.83184 0.83834 -0.03 0.06 0.46 0.6769
```
Forces are in eV/Å.

2S+1: 6
Energy above the lowest of the compared OMol25 structures with the same formula, charge and spin, kJ/mol: 13.93
Total charge: -1
Maximum force, eV/Å: 1.089
Orbital gap (spin up / spin down), eV: 5.6 / 5.0